# 1
Computed, not measured: one molecule with the formula C13H13N3O2S2, with the ωB97M-V functional and the def2-TZVPD basis.

```
33
C13H13N3O2S2 (the ωB97M-V functional and the def2-TZVPD basis)
C -0.62 1.79 -0.13
H -4.63 0.28 -0.02
H 2.07 0.07 1.89
S -2.20 1.89 0.64
N -1.82 0.69 -1.58
H 1.61 1.20 -1.20
O 4.04 2.67 0.46
C 0.97 -1.68 -0.79
C 1.40 -0.49 1.25
H -0.18 -0.50 2.68
C -0.72 -1.58 0.91
C -0.29 -1.99 -0.35
N -0.63 1.14 -1.24
H -0.96 -2.57 -0.97
C -4.19 0.62 -0.95
H -2.37 -2.94 1.07
H -4.27 -0.16 -1.71
S 0.76 2.51 0.61
C 3.36 1.79 0.00
C 1.83 -0.92 0.00
H 1.31 -2.01 -1.76
C -2.09 -1.94 1.40
H 2.12 2.92 -1.30
N 3.83 0.50 -0.06
O 3.90 -1.56 -0.96
C 2.01 2.05 -0.65
C -2.77 0.97 -0.76
H -2.83 -1.24 1.00
C 3.23 -0.71 -0.42
C 0.14 -0.83 1.70
H -4.74 1.49 -1.29
H 4.84 0.44 0.05
H -2.14 -1.90 2.49
```

Summary:
SMILES string	Cc1ccc(C(=O)NC(=O)CSc2nnc(C)s2)cc1
energy above the lowest of the compared OMol25 structures with the same formula, charge and spin	0.0	kJ/mol
energy	-43928.033	eV
gap between HOMO and LUMO	9.14	eV
molar mass	307.40	g mol⁻¹
max |F|	1.7	eV/A
LUMO energy	0.268	eV

# 2
Computed, not measured: one molecule with the formula C4H8N2S, with the ωB97M-V functional and the def2-TZVPD basis.

```
15
C4H8N2S (the ωB97M-V functional and the def2-TZVPD basis)
H -1.68 -0.72 1.37
N 0.28 -0.38 -1.33
H -1.68 -1.66 -0.39
H -1.20 1.48 0.71
N 0.30 -1.77 -1.71
H 1.20 -1.67 -2.14
H 0.54 3.41 0.45
C -0.29 -0.15 -0.21
H 1.89 2.08 -0.13
C 0.89 2.33 0.37
H 0.51 -2.43 -0.90
S 0.91 1.36 1.98
C -0.17 1.21 0.52
H -0.39 -1.90 0.92
C -1.11 -1.20 0.49
```

Summary:
SMILES string	C/C(=N\N)[C@@H]1CS1
energy above the lowest of the compared OMol25 structures with the same formula, charge and spin	313.4	kJ/mol
energy	-18090.495	eV
gap between HOMO and LUMO	9.76	eV
molar mass	116.19	g mol⁻¹
max |F|	2.5	eV/A
LUMO energy	0.836	eV

# 3
Computed, not measured: one molecule with the formula C6H14N2, with the ωB97M-V functional and the def2-TZVPD basis.

```
22
C6H14N2 (the ωB97M-V functional and the def2-TZVPD basis)
N -0.06 -1.10 1.26
H -2.25 0.49 -1.28
C -1.69 -1.49 -1.60
H -2.16 -1.45 -2.59
H -1.02 -0.90 1.53
H 2.48 0.55 -0.19
H 0.88 2.18 -0.79
C 2.02 -0.30 0.31
H -0.44 1.45 2.00
H 2.62 -0.57 1.19
C 0.58 1.14 1.79
N -1.51 -0.16 -1.04
H -2.29 -2.12 -0.94
H -0.87 2.40 -1.27
C -0.08 1.72 -0.94
C 0.61 0.03 0.74
H -0.05 -1.88 0.63
H 1.16 2.00 1.49
H 2.04 -1.15 -0.37
H 1.02 0.75 2.72
C -0.26 0.39 -0.89
H -0.72 -1.97 -1.74
```

Summary:
SMILES string	C=C(NC)C(C)(C)N
energy above the lowest of the compared OMol25 structures with the same formula, charge and spin	265.0	kJ/mol
energy	-9426.738	eV
gap between HOMO and LUMO	8.83	eV
molar mass	114.19	g mol⁻¹
max |F|	4.1	eV/A
LUMO energy	0.926	eV

# 4
Computed, not measured: C21H28N5OPtS4 as an isolated structure, with the ωB97M-V functional and the def2-TZVPD basis.

```
60
C21H28N5OPtS4 (the ωB97M-V functional and the def2-TZVPD basis)
S 0.51 4.56 0.16
H 1.01 -5.82 -1.95
H -1.88 -2.55 -2.79
C -3.62 -0.02 0.22
S -3.54 0.46 1.88
Pt -0.25 0.04 -0.32
C 0.18 -3.92 -1.43
H -6.45 -1.39 0.89
O -0.71 -1.88 -0.72
C -0.65 -2.76 2.17
H 3.17 -3.08 0.01
H -1.96 -4.29 -3.10
C 2.67 -1.11 0.09
H 0.02 -1.30 3.63
S 4.29 -0.58 0.43
H 1.34 -2.05 2.72
C 1.59 2.28 0.12
C -1.41 -3.38 -3.32
H -2.74 -2.99 1.63
H 0.81 -2.14 -4.36
C 0.69 -5.18 -1.13
H -4.97 -0.84 -1.03
C 2.44 1.11 0.19
H -2.26 2.46 -0.60
C 1.92 3.58 0.24
H 1.93 -2.43 -3.03
H 0.52 -1.39 -2.79
H 1.49 -2.76 -0.27
C 3.76 1.05 0.43
N -1.80 3.25 -0.17
C 0.32 -1.67 2.65
C -0.24 -3.08 -0.36
C 0.88 -2.29 -3.28
H 0.44 -5.15 2.22
C 0.82 -5.62 0.18
H -4.88 -1.36 2.68
H 0.32 -0.81 1.97
H -1.47 -3.19 -4.39
C -0.16 -3.54 0.96
H -2.45 -1.85 2.96
C 0.05 -3.52 -2.88
H -5.65 0.21 2.99
H -6.47 0.38 0.75
N 1.81 -0.12 0.00
H -0.69 -3.49 2.98
C -5.84 -0.49 0.93
C -2.06 -2.21 2.01
N 2.42 -2.41 -0.05
N 0.22 2.03 -0.05
N -4.79 -0.57 -0.08
H 2.90 4.01 0.39
H -2.21 4.16 -0.30
H 0.47 -4.36 -3.45
C -5.10 -0.39 2.26
H -2.07 -1.39 1.30
S -2.46 0.20 -0.98
H 1.22 -6.60 0.39
C -0.46 3.16 -0.05
H 4.44 1.87 0.61
C 0.38 -4.80 1.20
```

Summary:
energy above the lowest of the compared OMol25 structures with the same formula, charge and spin	26.7	kJ/mol
energy	-78313.865	eV
net charge	+1
gap between HOMO and LUMO	7.36	eV
molar mass	689.84	g mol⁻¹
max |F|	0.8	eV/A
LUMO energy	-2.801	eV

# 5
Computed, not measured: a 2-piece molecular cluster, C2H10NO2 overall, with the ωB97M-V functional and the def2-TZVPD basis.

```
15
C2H10NO2 (the ωB97M-V functional and the def2-TZVPD basis)
H -0.86 1.27 -0.48
H 3.09 1.77 3.15
H 1.74 1.77 3.92
H -0.19 -1.72 -2.57
H -0.09 0.51 1.91
H -1.73 -1.40 -2.84
C -0.27 0.42 -0.03
H 0.79 0.75 -0.13
C -0.76 -0.89 -0.84
H -1.75 -1.07 -0.48
H -0.59 -0.12 -2.75
O 2.11 1.61 2.99
N -0.88 -1.05 -2.38
H -0.13 -1.73 -0.71
O -0.50 -0.13 1.23
```

Summary:
energy above the lowest of the compared OMol25 structures with the same formula, charge and spin	177.7	kJ/mol
energy	-7813.169	eV
net charge	+1
gap between HOMO and LUMO	10.51	eV
molar mass	80.11	g mol⁻¹
max |F|	3.2	eV/A
LUMO energy	-3.844	eV

# 6
Computed, not measured: C23H29CoN2O8P2S as an isolated structure, with the ωB97M-V functional and the def2-TZVPD basis.

```
66
C23H29CoN2O8P2S (the ωB97M-V functional and the def2-TZVPD basis)
H 0.23 -4.13 -0.33
C -0.91 -0.37 3.47
C -2.05 -1.12 3.26
H -1.06 -2.91 0.57
H 0.09 3.74 -2.71
H -4.04 0.09 -1.21
P 1.70 -1.59 0.64
H -2.99 -2.64 2.05
H -5.20 2.02 -1.04
C 3.40 -3.67 0.83
O 1.48 4.04 -0.55
H 4.04 -2.89 1.22
H 4.86 -5.22 1.02
H -0.81 2.84 2.53
C 1.22 -0.15 -3.74
H 3.47 4.29 -0.11
H -2.17 3.91 2.11
O -0.26 2.42 -1.14
C 0.13 -1.40 1.55
O -0.57 4.03 0.82
O 2.80 -0.85 1.30
C -1.02 -2.17 1.36
H 0.02 -2.48 -1.63
H 1.16 0.16 -4.78
H 2.40 4.48 1.30
C 3.85 -4.98 0.72
N -3.15 0.30 -0.79
H 1.05 -6.42 -0.53
P 0.46 3.07 0.12
H -0.86 0.32 4.31
C 2.22 0.11 -1.55
C 2.09 0.51 -2.89
H -2.90 -1.02 3.93
C -2.11 -2.03 2.20
C -3.03 1.08 0.31
H -1.84 -0.25 -2.18
C -5.34 1.67 -0.02
C 1.42 -0.95 -1.06
C 0.48 -1.23 -3.28
S 3.51 0.96 -0.63
O -1.99 1.20 0.93
C 3.01 -5.96 0.22
H -1.44 4.00 -1.83
C 0.18 -0.51 2.63
O 3.92 2.07 -1.54
O 0.97 1.97 0.98
H -0.68 4.60 2.80
H -2.17 -1.41 -1.05
H 2.70 1.33 -3.24
C -0.75 3.26 -2.22
C 2.10 -3.34 0.45
H 3.37 -6.98 0.14
C -1.09 3.82 2.16
H -6.03 2.33 0.49
H 2.45 5.75 0.05
Co -0.20 0.35 0.07
H -0.17 -1.78 -3.96
C 0.59 -1.62 -1.96
C 1.71 -5.65 -0.15
H -5.74 0.66 -0.01
C 2.52 4.68 0.23
N -2.02 -0.42 -1.20
H 1.10 0.05 2.80
H -1.26 2.60 -2.92
C 1.25 -4.34 -0.04
O -4.11 1.75 0.72
```

Summary:
energy above the lowest of the compared OMol25 structures with the same formula, charge and spin	64.2	kJ/mol
energy	-110718.549	eV
net charge	+1
gap between HOMO and LUMO (spin up / spin down)	7.91 / 6.69	eV
molar mass	614.44	g mol⁻¹
max |F|	0.6	eV/A
2S+1	4
LUMO energy (spin up / spin down)	-2.482 / -3.444	eV

# 7
Computed, not measured: a 9-piece molecular cluster, C12H42N4O14 overall, with the ωB97M-V functional and the def2-TZVPD basis.

```
72
C12H42N4O14 (the ωB97M-V functional and the def2-TZVPD basis)
H -2.62 -1.37 -2.26
O 0.84 1.78 3.77
H 0.82 5.58 -1.29
H 2.19 1.23 -0.28
H 0.85 2.63 -1.77
C 3.36 -2.73 -1.67
H -0.28 3.81 4.70
H 1.52 -1.19 -2.69
O -0.10 0.00 0.04
O 5.11 2.37 0.85
H -1.75 2.12 1.98
H 2.74 -3.52 -1.23
H -0.52 3.78 -1.77
H 1.08 -1.56 3.12
C -3.95 -1.30 2.75
O -0.24 -3.80 1.41
H -1.87 -1.47 3.37
O -2.59 -3.30 2.77
N -0.43 -5.64 0.07
C 2.90 -1.35 -1.25
H -5.78 0.71 -1.86
C 1.35 4.72 -1.71
H -5.17 -0.18 1.63
H -0.28 -6.26 0.85
C -0.42 -4.29 0.29
H -0.47 -2.55 -0.76
C 0.45 3.55 -1.33
C -4.24 0.05 -2.80
H -1.50 0.24 -1.01
H 4.37 2.43 -1.76
C 3.04 1.90 -0.40
H -0.59 -6.07 -0.81
C -0.25 2.26 3.46
H 2.58 2.80 0.02
H 3.76 0.92 1.45
O 3.54 -2.95 -3.07
O 1.53 -1.22 -1.73
C -2.56 -1.86 2.63
O 0.73 -1.37 2.25
H -4.79 -0.81 -3.19
H -4.64 -2.09 3.10
O 1.43 4.91 -3.11
H 0.43 -2.23 1.88
H 4.37 -2.88 -1.27
O -5.02 1.09 -2.31
H -0.37 -4.01 -1.70
H 4.73 0.61 -0.03
H 2.86 -1.32 -0.16
H 0.62 -0.20 -0.59
H -3.92 -0.52 3.52
H -2.16 -1.74 1.61
H 2.82 -2.53 -3.55
H -0.44 1.01 1.86
C -3.06 -0.42 -1.94
H 2.34 4.63 -1.27
H -3.52 -0.61 -0.95
N -0.59 -3.55 -0.84
O 0.25 3.48 0.08
O -2.14 0.62 -1.64
H 0.08 -0.57 0.81
N -0.87 1.78 2.33
O -4.44 -0.79 1.52
H -0.22 2.66 0.27
O 3.50 2.03 -1.73
H 0.53 5.00 -3.45
H -1.51 3.88 3.43
H 5.32 2.85 0.05
H -1.81 -3.71 2.36
C 4.15 1.35 0.53
N -0.82 3.39 3.95
H 3.49 -0.57 -1.74
H -3.75 0.37 -3.73
```

Summary:
SMILES string	NC(N)=O.NC(N)=O.OCCO.OCCO.OCCO.OCCO.OCCO.O.O
energy above the lowest of the compared OMol25 structures with the same formula, charge and spin	107.9	kJ/mol
energy	-47749.560	eV
gap between HOMO and LUMO	9.43	eV
molar mass	466.48	g mol⁻¹
max |F|	3.0	eV/A
LUMO energy	-0.086	eV

# 8
Computed, not measured: C43H45F6GeN4O2SbW as an isolated structure, with the ωB97M-V functional and the def2-TZVPD basis.

```
103
C43H45F6GeN4O2SbW (the ωB97M-V functional and the def2-TZVPD basis)
H -0.55 1.82 2.75
H 2.80 -0.31 -0.38
C -3.85 4.95 -1.24
C -3.72 -1.59 -2.50
H 2.80 -6.91 4.31
C 3.61 -2.74 -1.49
C -1.10 2.75 2.69
F 1.96 0.47 -4.30
H -0.76 4.78 2.06
H -5.12 0.24 0.96
C -2.71 1.07 1.48
C 4.15 -3.00 -0.24
H 5.55 -1.10 1.43
H -5.07 6.59 -0.81
H -3.62 2.33 -5.08
C -1.44 4.37 -0.53
H 0.04 5.84 -0.07
W -1.10 1.37 -1.30
C 0.39 3.56 0.71
H 2.58 -2.40 -1.60
C 2.11 -0.22 0.46
H 6.00 0.06 5.52
C 5.47 -3.45 -0.15
C -1.71 6.90 -0.18
C -4.04 6.23 -0.77
N -2.75 0.89 0.01
F -0.50 2.35 -2.79
C -1.02 5.73 -0.25
C -2.70 4.10 -1.26
H 2.63 0.29 1.28
H -2.08 0.24 -4.67
C 4.10 -1.92 2.79
H 1.02 2.68 0.75
F -0.17 -0.17 -5.70
C -4.53 -2.61 -2.03
C -2.99 2.17 -4.21
C 3.67 -1.96 4.12
H -1.11 7.77 0.05
C -5.36 -2.59 -0.94
H -0.12 -6.72 1.19
C 6.23 -3.63 -1.29
C -3.58 0.02 -0.50
H 0.81 -4.56 0.45
C 2.36 -6.40 3.47
C 0.72 -6.28 1.72
H -1.91 0.42 1.84
H 3.93 -2.69 -3.61
H -4.03 3.78 -3.30
H 0.64 4.00 2.77
H 0.99 -1.45 1.85
N -0.70 3.34 -0.26
H -5.99 -3.47 -0.77
C -3.09 7.13 -0.33
C 2.32 -4.49 1.98
H -3.77 0.18 -4.22
C 1.27 -6.95 2.80
C -4.78 -0.42 0.17
H 4.02 -1.29 6.13
H 5.90 -3.68 0.82
F -1.18 -1.88 -3.99
H -6.39 -1.63 0.65
N -2.72 2.96 -1.88
H -3.44 8.13 -0.10
H 0.87 -7.90 3.12
C 5.46 -0.49 4.76
C 0.96 0.60 0.00
C 5.21 -1.14 2.46
F 1.45 -2.08 -4.11
H 6.27 -3.49 -3.43
C 4.37 -2.91 -2.64
H 3.73 -4.76 3.58
Ge 3.08 -2.80 1.37
H 7.25 -3.99 -1.22
C -2.49 2.49 2.04
C 4.35 -1.25 5.10
H -2.74 3.24 1.30
H -3.18 -1.78 -3.42
C -2.82 0.67 -4.00
H -3.62 0.68 1.91
H -1.27 3.06 3.73
O -0.10 0.81 0.66
C 1.24 -5.06 1.31
H -4.76 4.46 -1.58
O 0.95 1.13 -1.16
H -2.04 2.66 -4.40
H -3.23 2.62 2.83
H 6.75 0.16 3.17
C -3.33 -0.38 -1.89
C 5.68 -3.35 -2.54
C 5.89 -0.43 3.44
H -4.53 2.20 -2.67
C -3.67 2.80 -3.00
F -0.92 -0.53 -1.09
C -0.20 3.84 2.09
C 2.88 -5.18 3.06
N -2.54 0.46 -2.58
C 1.60 -1.58 0.95
H -4.54 -3.51 -2.63
Sb 0.36 -0.55 -3.91
C -5.54 -1.53 -0.02
H 2.81 -2.55 4.39
H 1.05 4.36 0.38
H 0.95 -2.04 0.19
```

Summary:
energy above the lowest of the compared OMol25 structures with the same formula, charge and spin	340.5	kJ/mol
energy	-136556.375	eV
net charge	+1
gap between HOMO and LUMO (spin up / spin down)	6.76 / 4.01	eV
molar mass	1142.06	g mol⁻¹
max |F|	2.7	eV/A
2S+1	4
LUMO energy (spin up / spin down)	-3.813 / -6.280	eV

Copy entry 1 word for word.
Computed, not measured: one molecule with the formula C13H13N3O2S2, with the ωB97M-V functional and the def2-TZVPD basis.

```
33
C13H13N3O2S2 (the ωB97M-V functional and the def2-TZVPD basis)
C -0.62 1.79 -0.13
H -4.63 0.28 -0.02
H 2.07 0.07 1.89
S -2.20 1.89 0.64
N -1.82 0.69 -1.58
H 1.61 1.20 -1.20
O 4.04 2.67 0.46
C 0.97 -1.68 -0.79
C 1.40 -0.49 1.25
H -0.18 -0.50 2.68
C -0.72 -1.58 0.91
C -0.29 -1.99 -0.35
N -0.63 1.14 -1.24
H -0.96 -2.57 -0.97
C -4.19 0.62 -0.95
H -2.37 -2.94 1.07
H -4.27 -0.16 -1.71
S 0.76 2.51 0.61
C 3.36 1.79 0.00
C 1.83 -0.92 0.00
H 1.31 -2.01 -1.76
C -2.09 -1.94 1.40
H 2.12 2.92 -1.30
N 3.83 0.50 -0.06
O 3.90 -1.56 -0.96
C 2.01 2.05 -0.65
C -2.77 0.97 -0.76
H -2.83 -1.24 1.00
C 3.23 -0.71 -0.42
C 0.14 -0.83 1.70
H -4.74 1.49 -1.29
H 4.84 0.44 0.05
H -2.14 -1.90 2.49
```

Summary:
SMILES string	Cc1ccc(C(=O)NC(=O)CSc2nnc(C)s2)cc1
energy above the lowest of the compared OMol25 structures with the same formula, charge and spin	0.0	kJ/mol
energy	-43928.033	eV
gap between HOMO and LUMO	9.14	eV
molar mass	307.40	g mol⁻¹
max |F|	1.7	eV/A
LUMO energy	0.268	eV